Version a
DFT (ωB97M-V/def2-TZVPD) results for C6H6S2 as an isolated structure.

Its frontier orbital gap (spin up / spin down) is 0.262 / 0.252 Eh. As for the highest occupied orbital energy (spin up / spin down): -7.60 / -7.36 eV.

Last column: Löwdin charge in e.
Cartesian coordinates (Å):
1 C 0.08153 -1.02224 -0.31154  -0.039
2 C 0.01833 0.28617 -0.04480  -0.278
3 C -4.01619 0.61522 0.32038  -0.954
4 C -1.43127 0.26414 -0.35467  -0.596
5 C -1.37192 -1.18327 -0.54306  -0.190
6 C 0.82446 1.36335 0.62832  -0.044
7 S -4.75985 -0.77543 0.32976  0.624
8 S -2.64836 1.39022 -0.51871  0.878
9 H 1.02982 -1.51650 -0.44318  0.110
10 H -1.60876 -1.45849 -1.60004  0.139
11 H -1.78430 -1.64510 0.31072  0.093
12 H 0.90988 2.39422 0.01843  0.123
13 H 1.88402 1.13959 0.63946  0.064
14 H 0.28860 1.62668 1.51920  0.069

Version b
DFT (ωB97M-V/def2-TZVPD) results for an isolated molecule of C6H6S2.

Its frontier orbital gap is 0.282 Eh. As for the highest occupied orbital energy: -8.73 eV.

Last column: Löwdin charge in e.
Cartesian coordinates (Å):
1 C -0.65685 -2.52155 -1.30529  0.151
2 C -0.28171 -1.38701 -1.42894  -0.165
3 C 0.07079 0.04318 -1.44471  -0.738
4 S 1.12151 0.54960 -2.58293  0.770
5 C -0.43690 1.01350 -0.35591  -0.265
6 C 0.34055 1.18174 0.89455  -0.287
7 C 0.35186 -0.14708 1.68107  -0.689
8 S 1.68030 -0.70904 2.32501  0.721
9 H -1.14300 -3.40533 -1.10535  0.018
10 H -0.52939 2.07143 -0.64936  0.120
11 H -1.39676 0.75083 -0.00996  0.097
12 H 1.38874 1.34217 0.66310  0.089
13 H 0.02966 1.99399 1.56462  0.127
14 H -0.53880 -0.77642 1.75409  0.053

The most stable arrangement is version b, and the next structure is 37.2 kcal/mol less stable.

Version a
DFT (ωB97M-V/def2-TZVPD) results for C38H53As3NO3Sb2Zn as an isolated structure.

Its frontier orbital gap is 0.217 Eh. Its charge is +1. As for the highest occupied orbital energy: -9.84 eV.

Last column: Löwdin charge in e.
Cartesian coordinates (Å):
1 Zn -0.27464 -0.05418 -0.74160  0.561
2 C 1.21543 -1.52660 -4.11889  -0.298
3 As 1.88170 -0.95173 -2.37341  1.102
4 C 2.96317 -2.56534 -2.02339  -0.281
5 C 3.17545 0.35127 -3.12305  -0.338
6 C 4.03539 1.22692 -2.20941  -0.687
7 C 4.85309 0.31324 -1.29526  -0.080
8 C 3.24253 2.22167 -1.35945  -0.372
9 As 2.37631 1.68530 0.34387  1.118
10 C 1.85342 3.53977 0.77478  -0.303
11 C 3.91106 1.68897 1.59213  -0.293
12 C 4.99300 2.03676 -3.10385  -0.369
13 As 4.45946 3.53892 -4.35195  1.150
14 C 4.20515 5.01555 -3.05355  -0.352
15 C 2.53001 3.33326 -4.77303  -0.358
16 H 2.06082 -1.79888 -4.75401  0.039
17 H 0.65007 -0.73438 -4.60634  0.032
18 H 0.56207 -2.38956 -4.00683  0.026
19 H 3.76495 -2.64535 -2.75871  0.039
20 H 2.30190 -3.42660 -2.13030  0.028
21 H 3.39061 -2.57623 -1.02207  0.014
22 H 2.57957 0.98928 -3.77963  0.046
23 H 3.84195 -0.23764 -3.76536  0.091
24 H 4.17316 -0.25346 -0.64816  0.043
25 H 5.52926 0.89573 -0.67161  0.087
26 H 5.44531 -0.38980 -1.87793  0.094
27 H 2.44200 2.64913 -1.97054  0.052
28 H 3.90995 3.04439 -1.08413  0.066
29 H 2.72748 4.18860 0.72645  0.033
30 H 1.44283 3.59405 1.78197  -0.002
31 H 1.10397 3.91436 0.07822  0.028
32 H 4.64279 2.43735 1.28874  0.034
33 H 4.39478 0.71648 1.65201  0.012
34 H 3.54555 1.93951 2.58908  0.024
35 H 5.54384 1.33706 -3.74239  0.061
36 H 5.74564 2.51240 -2.46389  0.071
37 H 5.03712 5.06283 -2.35188  0.017
38 H 3.27090 4.94141 -2.50015  0.006
39 H 4.19327 5.95453 -3.60753  0.014
40 H 2.34905 2.50104 -5.45105  0.011
41 H 2.23826 4.24375 -5.29671  0.020
42 H 1.88693 3.23465 -3.90044  0.001
43 C -3.24160 1.39064 0.21789  -0.321
44 C -2.76768 2.57246 1.03781  -0.380
45 C -1.35429 2.39851 1.58143  -0.408
46 Sb -1.50379 1.04801 3.30348  1.520
47 C -1.10991 2.82901 4.47862  -0.375
48 C 0.17216 3.35569 4.46814  -0.153
49 C 0.43355 4.57309 5.06900  -0.067
50 C -0.59437 5.27623 5.67546  -0.071
51 C -1.87808 4.75858 5.67727  -0.073
52 C -2.13512 3.53143 5.08510  -0.126
53 C 0.47618 0.20474 3.53364  -0.378
54 C 1.10513 -0.50702 2.52540  -0.218
55 C 2.31885 -1.13446 2.75471  -0.100
56 C 2.91467 -1.05710 4.00160  -0.074
57 C 2.28649 -0.35576 5.01879  -0.070
58 C 1.07025 0.26086 4.78996  -0.139
59 Sb -2.40658 -0.58441 0.90370  1.390
60 C -4.25002 -1.11962 1.91331  -0.355
61 C -4.92440 -0.23538 2.74475  -0.154
62 C -6.15858 -0.57730 3.27041  -0.078
63 C -6.73286 -1.79659 2.95254  -0.073
64 C -6.05852 -2.68943 2.13673  -0.066
65 C -4.81649 -2.35355 1.62323  -0.120
66 C -1.35106 -2.38790 1.70321  -0.341
67 C -1.67414 -2.82405 2.97637  -0.128
68 C -1.10594 -3.99146 3.46127  -0.059
69 C -0.23557 -4.71674 2.66357  -0.066
70 C 0.12502 -4.24338 1.41304  -0.070
71 C -0.42365 -3.06397 0.93337  -0.147
72 H -2.87257 1.46126 -0.81112  0.049
73 H -4.33022 1.32381 0.18925  0.070
74 H -3.44254 2.75781 1.88170  0.093
75 H -2.81180 3.46651 0.40897  0.118
76 H -0.97080 3.35085 1.94730  0.053
77 H -0.67344 2.02010 0.81360  -0.037
78 H 0.97304 2.80857 3.98773  0.083
79 H 1.43668 4.97274 5.05365  0.110
80 H -0.39149 6.23174 6.13459  0.109
81 H -2.68547 5.31130 6.13575  0.110
82 H -3.13734 3.12400 5.09864  0.097
83 H 0.64669 -0.59301 1.54383  -0.012
84 H 2.78087 -1.70264 1.95878  0.106
85 H 3.85842 -1.54817 4.18829  0.110
86 H 2.73971 -0.29683 5.99557  0.109
87 H 0.57628 0.79347 5.59082  0.098
88 H -4.49178 0.73163 2.99512  0.055
89 H -6.67823 0.11045 3.91868  0.106
90 H -7.71042 -2.04880 3.33508  0.108
91 H -6.50224 -3.64563 1.89538  0.110
92 H -4.28716 -3.04601 0.97907  0.101
93 H -2.36829 -2.25240 3.58755  0.097
94 H -1.34607 -4.33511 4.45670  0.111
95 H 0.16763 -5.65339 3.01496  0.109
96 H 0.83245 -4.79385 0.81354  0.106
97 H -0.12620 -2.68198 -0.04101  0.060
98 O -3.21846 -1.97963 -2.90883  0.150
99 N -2.59262 -1.81074 -1.91389  -0.536
100 O -3.23751 -1.56886 -0.82103  -0.185
101 O -1.36965 -1.83592 -1.85097  -0.147

Version b
DFT (ωB97M-V/def2-TZVPD) results for C38H53As3NO3Sb2Zn as an isolated structure.

Its frontier orbital gap is 0.304 Eh. Its charge is +1. As for the highest occupied orbital energy: -10.48 eV.

Last column: Löwdin charge in e.
Cartesian coordinates (Å):
1 Zn 0.48248 0.71839 -0.17995  0.356
2 C 3.86460 -0.83730 -1.15001  -0.250
3 As 2.98778 0.49758 -0.05577  1.157
4 C 4.06018 0.37970 1.55354  -0.256
5 C 3.71467 2.10534 -0.91196  -0.322
6 C 3.12246 3.48210 -0.55199  -0.651
7 C 2.90532 3.59687 0.96594  -0.088
8 C 1.79844 3.76896 -1.29491  -0.316
9 As 0.11487 3.07844 -0.57003  1.115
10 C -1.03503 3.47776 -2.07109  -0.278
11 C -0.44560 4.42064 0.70570  -0.254
12 C 4.14460 4.57482 -0.93442  -0.385
13 As 4.95863 4.86764 -2.72790  1.143
14 C 3.62210 4.21161 -4.00859  -0.351
15 C 6.17156 3.32919 -2.84480  -0.350
16 H 4.92489 -0.59793 -1.20030  0.045
17 H 3.43470 -0.84980 -2.14904  0.037
18 H 3.73195 -1.82038 -0.70288  0.035
19 H 5.09407 0.60259 1.29707  0.044
20 H 3.99488 -0.63129 1.95353  0.032
21 H 3.70925 1.07691 2.31049  0.025
22 H 3.62452 1.93193 -1.98586  0.065
23 H 4.78083 2.10307 -0.67986  0.079
24 H 2.18777 2.85711 1.33887  0.038
25 H 2.52865 4.58824 1.22450  0.093
26 H 3.84358 3.44799 1.50233  0.093
27 H 1.83407 3.37929 -2.31149  0.057
28 H 1.65569 4.84789 -1.37478  0.091
29 H -0.80186 4.47857 -2.43110  0.045
30 H -2.07633 3.43126 -1.76436  0.017
31 H -0.87272 2.74918 -2.86234  0.037
32 H -0.14183 5.39417 0.32756  0.046
33 H -0.00664 4.24940 1.68485  0.029
34 H -1.52981 4.38698 0.78897  0.037
35 H 5.02452 4.46190 -0.29235  0.072
36 H 3.71669 5.54579 -0.67106  0.063
37 H 2.71866 4.81891 -3.97192  0.015
38 H 3.37121 3.15934 -3.87006  0.009
39 H 4.05883 4.32711 -5.00037  0.023
40 H 6.81634 3.29481 -1.96602  0.021
41 H 6.80868 3.47852 -3.71599  0.019
42 H 5.65515 2.37685 -2.95698  0.006
43 C -0.40394 0.39097 2.79856  -0.409
44 C -1.79797 -0.08107 2.37105  -0.345
45 C -2.52936 0.85905 1.38084  -0.363
46 Sb -2.86999 0.31324 -0.71833  1.469
47 C -5.01028 0.35006 -0.58229  -0.394
48 C -5.70489 0.03644 0.58443  -0.137
49 C -7.08866 -0.07706 0.57183  -0.078
50 C -7.79577 0.12618 -0.60652  -0.081
51 C -7.11580 0.44682 -1.77172  -0.085
52 C -5.73020 0.55686 -1.75919  -0.147
53 C -2.86498 -1.82701 -0.69793  -0.399
54 C -2.46778 -2.47997 -1.86150  -0.157
55 C -2.53141 -3.86750 -1.94788  -0.078
56 C -2.99357 -4.60754 -0.87160  -0.078
57 C -3.39410 -3.96225 0.29265  -0.072
58 C -3.33125 -2.57915 0.37985  -0.125
59 Sb 0.44856 -0.58886 4.56800  1.464
60 C -1.40102 -1.21086 5.44592  -0.424
61 C -1.82333 -0.57673 6.61468  -0.146
62 C -2.99698 -0.97006 7.24917  -0.084
63 C -3.75639 -2.00188 6.71967  -0.080
64 C -3.34419 -2.64148 5.55610  -0.077
65 C -2.17201 -2.25112 4.92342  -0.146
66 C 0.91329 -2.48602 3.69612  -0.416
67 C 0.82332 -3.63022 4.49076  -0.142
68 C 1.22221 -4.86460 3.99590  -0.076
69 C 1.71687 -4.97329 2.70218  -0.079
70 C 1.81417 -3.84220 1.90490  -0.080
71 C 1.42831 -2.60608 2.40864  -0.147
72 H -0.41131 1.45686 3.04332  0.040
73 H 0.36465 0.24139 2.02328  -0.029
74 H -2.40661 -0.13805 3.27267  0.087
75 H -1.72218 -1.09912 1.98084  0.077
76 H -2.01460 1.82288 1.33360  0.000
77 H -3.53144 1.07857 1.74528  0.033
78 H -5.17988 -0.13163 1.51776  0.084
79 H -7.61521 -0.33015 1.48365  0.106
80 H -8.87391 0.03192 -0.61416  0.106
81 H -7.66136 0.61050 -2.69278  0.106
82 H -5.20995 0.79892 -2.68025  0.086
83 H -2.11764 -1.91096 -2.71726  0.092
84 H -2.22142 -4.36572 -2.85823  0.108
85 H -3.05169 -5.68634 -0.94000  0.106
86 H -3.76699 -4.53821 1.13104  0.105
87 H -3.65858 -2.08911 1.28948  0.090
88 H -1.23041 0.22709 7.03768  0.085
89 H -3.30993 -0.47556 8.16006  0.106
90 H -4.66664 -2.31352 7.21672  0.106
91 H -3.93435 -3.45072 5.14301  0.105
92 H -1.85625 -2.76623 4.02317  0.097
93 H 0.42842 -3.56474 5.49863  0.099
94 H 1.14279 -5.74480 4.62204  0.108
95 H 2.02234 -5.93682 2.31524  0.106
96 H 2.17893 -3.92439 0.88726  0.101
97 H 1.50568 -1.73097 1.77524  0.046
98 O 0.93540 -2.32078 -1.80081  0.135
99 N 0.48761 -1.31260 -1.35803  -0.529
100 O 0.46319 -0.20506 -2.02635  -0.139
101 O 0.04188 -1.21750 -0.13890  -0.156

The most stable arrangement is version b, and the next structure is 74.8 kcal/mol less stable.

Version a
DFT (ωB97M-V/def2-TZVPD) results for an isolated molecule of C2H4N2S3.

Its frontier orbital gap (spin up / spin down) is 0.248 / 0.248 Eh. As for the highest occupied orbital energy (spin up / spin down): -7.35 / -7.40 eV.

Last column: Löwdin charge in e.
Cartesian coordinates (Å):
1 S 0.52540 2.35916 1.33052  0.785
2 C 0.58419 0.96244 0.41391  -0.960
3 C -0.29133 -0.14480 0.63745  -0.395
4 N -0.19687 -1.19162 -0.13632  -0.349
5 S -2.00755 -1.12014 -1.22009  0.475
6 N 0.92883 -1.07307 -0.89278  -0.363
7 S 1.55719 0.56242 -1.05401  0.887
8 H 1.72803 2.92403 1.48855  -0.125
9 H -0.95716 -0.12359 1.51384  0.122
10 H -2.74772 -1.79329 -0.19505  -0.158
11 H 0.87699 -1.36153 -1.88602  0.080

Version b
DFT (ωB97M-V/def2-TZVPD) results for C2H4N2S3 as an isolated structure.

Its frontier orbital gap (spin up / spin down) is 0.236 / 0.276 Eh. As for the highest occupied orbital energy (spin up / spin down): -6.99 / -7.75 eV.

Last column: Löwdin charge in e.
Cartesian coordinates (Å):
1 C 0.26879 1.07464 1.26001  -0.346
2 C 0.05024 -0.33991 1.03916  -0.756
3 N -0.72028 -0.52072 -0.00256  -0.163
4 N -1.14337 0.47550 -0.75005  -0.472
5 S -0.80139 1.82831 0.13646  0.925
6 S 0.86955 -1.60958 1.93304  0.844
7 S 0.25607 0.62878 -2.70132  0.292
8 H 0.95289 1.46870 1.95841  0.051
9 H -0.90815 -1.45691 -0.15052  0.124
10 H 1.67973 -1.80440 0.96906  -0.156
11 H -0.50408 0.25560 -3.69169  -0.344

The most stable arrangement is version b, and the next structure is 4.3 kcal/mol less stable.